# 1
{"formula": "CCl4", "method": "ωB97M-V/def2-TZVPD", "elements": ["Cl", "C", "Cl", "Cl", "Cl"], "positions_angstrom": [[-0.9273, -1.4983, 0.1815], [-0.0128, -0.0407, -0.0106], [1.1621, -0.0060, 1.3432], [0.9045, 0.1689, -1.5378], [-1.1265, 1.3760, 0.0237]], "forces_ev_per_a": [[-0.18, -0.39, -0.59], [0.49, 1.24, 0.13], [-0.29, 0.34, -0.32], [-0.32, -0.73, 0.37], [0.30, -0.46, 0.39]], "smiles": "ClC(Cl)(Cl)Cl", "e_homo_ha": -0.415, "homo_lumo_gap_ev": 11.46, "lumo_ev": 0.2}

# 2
{"formula": "C19H38F4N2O8S", "method": "ωB97M-V/def2-TZVPD", "elements": ["C", "C", "C", "N", "N", "C", "C", "C", "F", "C", "F", "F", "S", "O", "O", "F", "H", "H", "H", "H", "H", "H", "H", "H", "H", "H", "C", "O", "C", "C", "O", "C", "C", "O", "C", "H", "H", "H", "H", "H", "H", "H", "H", "H", "H", "H", "H", "H", "H", "C", "O", "C", "C", "O", "C", "C", "O", "C", "H", "H", "H", "H", "H", "H", "H", "H", "H", "H", "H", "H", "H", "H"], "positions_angstrom": [[3.1402, 2.7666, -1.9795], [3.3929, 1.4038, -1.3646], [2.5518, 0.2841, -1.9134], [4.2359, 1.1690, -0.4125], [5.6165, 1.3214, -0.7975], [6.1053, 0.1423, -1.5029], [7.5133, 0.3848, -2.1088], [7.4971, 1.4902, -3.1169], [7.3354, 1.0782, -4.4133], [7.6458, 2.8226, -2.9246], [6.8925, 3.6237, -2.2067], [8.6073, 3.4896, -3.5591], [6.4818, 1.5234, 0.6324], [6.5406, 0.3271, 1.3913], [7.7051, 2.1932, 0.3715], [5.5639, 2.5266, 1.3757], [3.4300, 2.6916, -3.0339], [3.6537, 3.5721, -1.4689], [2.0581, 2.9065, -1.9799], [2.9717, 0.1068, -2.9088], [1.5281, 0.6305, -2.0767], [2.6036, -0.5949, -1.2812], [6.1249, -0.7539, -0.8728], [5.4638, -0.1030, -2.3456], [7.7429, -0.5498, -2.6221], [8.2694, 0.5187, -1.3418], [1.0405, 2.1272, 3.0715], [0.0326, 2.9033, 2.4539], [0.4271, 3.5610, 1.2662], [-0.5684, 3.3457, 0.1373], [-0.6684, 2.0222, -0.3602], [-1.1671, 1.0047, 0.5013], [-2.6187, 1.1279, 0.9220], [-2.8448, 2.2394, 1.7738], [-3.9297, 3.0614, 1.3997], [1.5947, 2.7275, 3.7995], [0.5547, 1.3027, 3.5950], [1.7368, 1.7002, 2.3431], [1.4235, 3.2375, 0.9435], [0.4764, 4.6354, 1.4851], [-0.2278, 3.9383, -0.7177], [-1.5525, 3.7412, 0.3929], [-0.5132, 0.8749, 1.3636], [-1.0854, 0.0798, -0.0766], [-2.8850, 0.2263, 1.4858], [-3.2548, 1.1688, 0.0321], [-4.0498, 3.1129, 0.3132], [-3.7264, 4.0687, 1.7658], [-4.8574, 2.7038, 1.8582], [-6.9750, -3.8118, 2.5809], [-6.5756, -3.9823, 1.2376], [-6.5848, -2.8045, 0.4525], [-5.3016, -2.6128, -0.3330], [-4.1284, -2.3559, 0.4243], [-3.6278, -3.3691, 1.2843], [-3.1196, -4.6327, 0.6156], [-4.1548, -5.3848, 0.0081], [-3.8974, -5.7832, -1.3221], [-8.0538, -3.9662, 2.6835], [-6.4559, -4.5589, 3.1827], [-6.7077, -2.8236, 2.9675], [-6.7694, -1.9190, 1.0698], [-7.4097, -2.8934, -0.2658], [-5.4370, -1.7209, -0.9511], [-5.1373, -3.4341, -1.0322], [-4.3466, -3.5987, 2.0719], [-2.7705, -2.9124, 1.7872], [-2.6694, -5.2642, 1.3917], [-2.3386, -4.3746, -0.1072], [-3.3087, -5.0387, -1.8664], [-4.8572, -5.8918, -1.8285], [-3.3818, -6.7486, -1.3399]], "forces_ev_per_a": [[0.73, -1.08, -0.94], [-0.12, 1.16, 0.19], [-0.91, 1.06, 0.88], [-0.12, -3.54, -0.99], [-0.15, 2.71, 1.31], [0.83, -0.97, -0.26], [-1.74, 0.04, 0.21], [-0.56, 0.22, 0.57], [1.55, -0.14, -0.12], [0.43, -0.60, -0.63], [1.00, -0.14, 0.92], [-1.12, 0.54, -0.78], [0.92, -0.40, -0.08], [-0.47, -0.11, 0.21], [-0.06, 0.37, -0.32], [-0.19, -0.02, -0.25], [0.00, 0.48, -0.04], [0.13, -0.02, -0.03], [0.00, 0.09, 0.16], [0.17, -0.17, 0.08], [-0.11, -0.31, 0.03], [0.03, -0.11, -0.09], [-0.15, 0.17, 0.23], [-0.35, 0.42, 0.09], [0.15, 0.14, -0.25], [0.01, 0.23, -0.01], [-0.11, 0.09, 0.11], [0.17, -0.27, -0.17], [-0.18, 0.11, 0.11], [-0.09, 0.24, -0.09], [0.05, -0.11, -0.06], [0.15, -0.22, 0.03], [0.03, -0.04, 0.29], [0.03, 0.19, -0.38], [0.07, -0.05, 0.24], [0.11, -0.06, -0.03], [-0.03, 0.06, 0.06], [0.02, 0.05, -0.01], [-0.01, -0.08, 0.02], [0.07, 0.05, -0.23], [0.10, -0.03, 0.02], [0.02, -0.07, 0.25], [-0.12, 0.15, 0.13], [-0.06, 0.05, -0.09], [0.02, -0.16, -0.22], [-0.01, 0.08, 0.00], [-0.03, -0.04, -0.01], [-0.02, -0.02, 0.06], [-0.09, 0.03, -0.13], [-0.05, -0.17, -0.09], [0.24, 0.21, 0.17], [-0.12, -0.17, -0.06], [0.09, -0.04, -0.24], [0.03, 0.05, 0.01], [-0.03, 0.06, 0.21], [-0.12, -0.18, 0.14], [0.05, 0.31, -0.25], [-0.13, -0.14, 0.16], [-0.01, 0.10, 0.09], [-0.05, -0.05, -0.03], [-0.03, 0.02, -0.03], [0.04, -0.02, 0.06], [0.03, 0.20, -0.07], [0.00, 0.06, 0.09], [-0.09, -0.18, 0.15], [-0.10, -0.19, -0.12], [0.03, 0.03, -0.09], [0.17, 0.15, 0.04], [-0.05, 0.01, -0.06], [0.04, -0.01, 0.02], [-0.01, -0.06, 0.04], [0.09, 0.04, -0.12]], "smiles": "CC(C)=NN(CCC(F)=C(F)F)S(=O)(=O)F.COCCOCCOC.COCCOCCOC", "e_homo_ha": -0.310, "homo_lumo_gap_ev": 8.25, "lumo_ev": -0.2}

# 3
{"formula": "C10H16", "method": "ωB97M-V/def2-TZVPD", "elements": ["C", "C", "C", "C", "C", "C", "C", "H", "H", "H", "H", "H", "H", "H", "H", "C", "C", "C", "H", "H", "H", "H", "H", "H", "H", "H"], "positions_angstrom": [[1.8950, -1.5812, -1.9402], [1.0225, -0.3446, -1.8177], [-0.3125, -0.4136, -2.2061], [-1.1795, 0.6282, -1.8663], [-0.6470, 1.7343, -1.2638], [0.6584, 1.8011, -0.7838], [1.5275, 0.7447, -1.0927], [1.6054, -2.4005, -1.2792], [2.9266, -1.3879, -1.6466], [1.8096, -1.9055, -2.9812], [-0.5575, -1.3748, -2.6448], [-2.1927, 0.4486, -2.2064], [-1.3086, 2.5765, -1.0931], [1.0563, 2.6794, -0.2964], [2.5625, 0.7781, -0.7838], [0.3952, -0.4710, 2.6108], [-1.0552, -0.7353, 2.1361], [-1.8093, 0.4925, 1.7631], [0.7868, -1.2395, 3.2751], [0.3230, 0.3977, 3.2889], [1.0818, -0.1764, 1.8223], [-0.9078, -1.2755, 1.1845], [-1.4499, -1.5233, 2.7786], [-1.1508, 1.3328, 1.5710], [-2.5390, 0.3606, 0.9621], [-2.5408, 0.8545, 2.5098]], "forces_ev_per_a": [[-0.11, 0.30, -0.47], [0.83, -0.49, 1.37], [1.01, 0.06, 0.88], [0.59, -1.88, -1.54], [-0.66, 1.32, 1.00], [0.63, -0.74, -1.18], [-1.21, 0.39, -0.21], [-0.47, 0.09, -0.09], [0.08, 0.20, -0.43], [0.45, -0.36, 0.16], [-0.73, 0.29, -0.20], [-0.22, 0.83, 0.34], [0.04, 0.04, 0.15], [-0.25, 0.09, 0.13], [0.05, -0.11, 0.06], [-0.93, 1.30, 1.29], [2.18, -1.83, -1.44], [-2.15, 0.99, 1.01], [0.15, -0.36, -0.49], [0.25, -0.03, -0.15], [0.03, -0.28, -0.14], [-0.16, -0.10, 0.15], [-0.79, 0.64, 0.24], [0.08, -0.02, -0.34], [0.62, -0.20, -0.58], [0.69, -0.13, 0.49]], "smiles": "Cc1ccccc1.CCC", "e_homo_ha": -0.331, "homo_lumo_gap_ev": 10.02, "lumo_ev": 1.0}

# 4
{"formula": "C13H23N3O2S", "method": "ωB97M-V/def2-TZVPD", "elements": ["C", "C", "C", "C", "C", "O", "C", "O", "N", "C", "N", "N", "C", "C", "C", "C", "C", "C", "S", "H", "H", "H", "H", "H", "H", "H", "H", "H", "H", "H", "H", "H", "H", "H", "H", "H", "H", "H", "H", "H", "H", "H"], "positions_angstrom": [[-3.1664, 3.7807, 4.8820], [-2.9201, 2.4463, 4.1878], [-1.5185, 1.8898, 4.4375], [-0.4177, 2.7310, 3.7938], [0.9546, 2.0808, 3.9442], [1.0173, 0.8055, 3.2983], [1.2115, 0.8242, 1.9758], [1.3738, 1.8018, 1.2941], [1.2129, -0.4583, 1.4887], [1.4220, -0.7532, 0.1697], [1.4388, -1.9581, -0.2910], [1.6616, -2.0085, -1.6001], [1.8161, -0.8672, -2.1618], [2.1016, -0.6546, -3.6025], [1.6370, -1.8305, -4.4632], [0.1148, -1.9388, -4.5001], [-0.3829, -3.0712, -5.3980], [-0.0390, -4.4537, -4.8566], [1.6889, 0.4868, -1.0308], [-4.1992, 4.0915, 4.7431], [-2.5232, 4.5575, 4.4773], [-2.9759, 3.6950, 5.9497], [-3.6504, 1.7196, 4.5511], [-3.0761, 2.5618, 3.1130], [-1.4641, 0.8762, 4.0334], [-1.3408, 1.8269, 5.5138], [-0.6265, 2.8655, 2.7306], [-0.3694, 3.7160, 4.2581], [1.1766, 1.8697, 4.9920], [1.7277, 2.7293, 3.5201], [1.0805, -1.2332, 2.1230], [1.6212, 0.2716, -3.9265], [3.1821, -0.5205, -3.7178], [2.0605, -2.7445, -4.0506], [2.0163, -1.6949, -5.4783], [-0.2533, -2.0999, -3.4858], [-0.2990, -0.9938, -4.8629], [0.0414, -2.9545, -6.3983], [-1.4687, -2.9886, -5.4894], [-0.3949, -4.5580, -3.8345], [-0.5056, -5.2249, -5.4658], [1.0345, -4.6205, -4.8630]], "forces_ev_per_a": [[-0.04, -0.19, -0.18], [0.11, -0.02, 0.23], [-0.10, 0.14, -0.28], [0.14, -0.49, 0.15], [-0.05, 0.70, 0.01], [-0.04, -0.33, -0.07], [-0.01, -0.41, 0.21], [0.01, 0.37, -0.04], [-0.10, -0.08, 0.55], [0.19, 0.69, -0.88], [-0.29, -0.05, 1.76], [0.21, -0.49, -1.45], [-0.05, 0.91, 0.61], [0.18, -0.17, -0.36], [-0.22, 0.19, 0.14], [0.11, -0.13, -0.25], [-0.03, 0.03, 0.23], [-0.07, 0.15, -0.17], [-0.02, -0.99, -0.25], [-0.07, 0.11, 0.03], [0.05, 0.15, 0.01], [0.02, 0.04, 0.14], [-0.04, -0.01, -0.09], [-0.05, -0.08, -0.05], [0.02, -0.03, 0.07], [0.01, -0.08, 0.08], [0.02, 0.10, -0.02], [0.04, 0.09, -0.03], [0.01, 0.02, -0.10], [-0.05, -0.14, 0.13], [0.01, 0.08, -0.05], [0.04, 0.01, -0.06], [-0.04, 0.09, -0.02], [0.08, -0.05, -0.07], [0.05, -0.04, -0.02], [-0.08, 0.05, 0.04], [-0.02, 0.07, 0.06], [-0.06, 0.04, -0.08], [0.00, 0.01, -0.09], [-0.02, -0.07, 0.14], [0.01, -0.13, -0.01], [0.12, -0.09, 0.05]], "smiles": "CCCCCOC(=O)Nc1nnc(CCCCC)s1", "e_homo_ha": -0.330, "homo_lumo_gap_ev": 9.70, "lumo_ev": 0.7}

# 5
{"formula": "C6H10", "method": "ωB97M-V/def2-TZVPD", "elements": ["C", "C", "C", "C", "C", "C", "H", "H", "H", "H", "H", "H", "H", "H", "H", "H"], "positions_angstrom": [[-0.1657, -1.0403, -1.6585], [-0.5841, -0.3219, -0.4077], [1.8551, 0.9980, 1.2713], [-1.8471, 0.4893, -0.4515], [0.0079, -0.5433, 0.7257], [0.7600, -0.5115, 1.7769], [0.7974, -1.5478, -1.5445], [-0.0984, -0.3357, -2.4953], [-0.9180, -1.7948, -1.9303], [1.0605, 1.5862, 0.8174], [2.6026, 0.2399, 0.9886], [2.3281, 1.8455, 1.8088], [-1.7966, 1.2203, -1.2671], [-2.7037, -0.1655, -0.6591], [-2.0369, 1.0198, 0.4876], [0.8596, -1.1205, 2.6605]], "forces_ev_per_a": [[0.03, -0.02, -0.32], [-0.59, -0.46, -0.25], [-0.84, -1.65, 2.14], [-0.26, 0.12, -0.19], [0.38, -0.57, 1.16], [1.15, 3.26, -0.73], [-0.19, 0.14, 0.03], [0.03, -0.10, 0.05], [0.13, 0.15, 0.03], [0.43, -1.03, -1.52], [-0.35, 1.36, -1.47], [-0.01, -1.22, 1.22], [-0.03, -0.05, 0.10], [0.07, 0.14, 0.02], [0.09, -0.15, -0.19], [-0.03, 0.08, -0.06]], "e_homo_ha": -0.314, "homo_lumo_gap_ev": 9.58, "lumo_ev": 1.0}

# 6
{"formula": "C20H14F6N5O5S4", "method": "ωB97M-V/def2-TZVPD", "elements": ["C", "C", "C", "C", "C", "C", "N", "C", "N", "C", "S", "C", "C", "N", "C", "C", "C", "N", "C", "O", "C", "C", "C", "C", "S", "H", "H", "H", "H", "H", "H", "H", "H", "H", "H", "H", "H", "H", "H", "C", "F", "F", "F", "S", "O", "O", "N", "S", "O", "O", "C", "F", "F", "F"], "positions_angstrom": [[-4.5077, 6.0355, -1.7044], [-3.5184, 5.5598, -0.9219], [-2.4093, 4.6232, -1.4155], [-2.2121, 3.4784, -0.4235], [-1.9927, 3.7446, 0.9338], [-1.8073, 2.7251, 1.8694], [-1.5596, 3.0705, 3.2217], [-1.8312, 1.3860, 1.4692], [-1.6172, 0.2495, 2.3333], [-2.3177, 0.2171, 3.3315], [-2.8244, 0.2371, 4.8200], [-2.0394, 1.1297, 0.1179], [-2.2296, 2.1414, -0.8298], [-2.4058, 1.8255, -2.2314], [-1.3451, 0.9670, -2.6936], [-0.5760, 1.2765, -3.8068], [0.4366, 0.4239, -4.2122], [1.2695, 0.7906, -5.3678], [2.2265, 1.4483, -4.9650], [3.0814, 2.0835, -4.4516], [0.7288, -0.7848, -3.5853], [-0.0322, -1.1171, -2.4569], [0.2418, -2.4417, -1.7066], [-1.0317, -0.2338, -2.0298], [-2.0457, -0.5279, -0.5681], [-5.5376, 5.9217, -1.3374], [-4.3373, 6.4792, -2.6912], [-3.5133, 5.8211, 0.1461], [-1.4345, 5.1564, -1.4790], [-2.5995, 4.2220, -2.4186], [-1.9538, 4.7977, 1.2320], [-1.4851, 4.0786, 3.2852], [-0.7161, 2.6223, 3.5645], [-3.2991, 1.3493, -2.3639], [-0.7794, 2.2088, -4.3434], [1.5272, -1.4337, -3.9438], [1.1265, -2.4009, -1.0577], [0.3519, -3.2081, -2.4934], [-0.6411, -2.7352, -1.1218], [5.6817, -5.7067, 3.8184], [6.5407, -6.7250, 3.9460], [5.1885, -5.4495, 5.0407], [6.3971, -4.6279, 3.4605], [4.3555, -6.0840, 2.6085], [3.6815, -7.2259, 3.1600], [5.0512, -6.3142, 1.3731], [3.5912, -4.6992, 2.7312], [2.3129, -4.5408, 1.8085], [1.1816, -5.3564, 2.1516], [2.5621, -4.4042, 0.3950], [1.8556, -2.8597, 2.3441], [2.8330, -1.9694, 2.0940], [1.6082, -2.7801, 3.6615], [0.7690, -2.4443, 1.7027]], "forces_ev_per_a": [[-0.14, -0.10, 0.40], [0.22, -0.23, -0.55], [1.16, 1.18, 0.20], [-0.16, -0.02, 0.17], [-0.21, -0.16, -0.72], [0.35, 0.44, 0.57], [-0.01, -0.05, -0.53], [0.09, -0.45, -1.17], [-1.41, 1.19, -0.06], [1.42, -0.09, 1.40], [-0.43, -0.34, -0.69], [0.17, -0.43, -1.18], [-0.12, 0.59, 0.09], [0.41, -0.28, 0.20], [0.64, -0.94, -0.27], [-0.39, 0.77, -0.12], [0.40, -0.62, -0.57], [0.67, 0.66, 0.44], [0.54, 0.77, 1.43], [-1.13, -1.05, -1.56], [-0.85, 0.54, 0.48], [0.22, -0.72, 0.76], [-0.69, 0.42, -0.94], [-0.70, 0.63, 0.46], [0.40, -0.10, 0.34], [0.36, 1.60, 0.26], [-0.21, -1.45, -0.30], [-0.70, -1.23, -0.13], [-0.31, -0.23, 0.05], [-0.19, 0.20, 0.44], [0.07, -0.46, 0.20], [0.17, -0.17, 0.27], [-0.17, 0.07, 0.17], [0.15, 0.00, 0.06], [0.17, -0.38, 0.11], [-0.23, 0.19, 0.08], [-0.26, -0.05, -0.25], [0.30, 0.14, 0.52], [0.46, 0.12, 0.00], [0.46, 0.69, 0.70], [-0.24, -0.13, -0.25], [-0.13, -0.15, -0.14], [-0.10, -0.13, -0.18], [0.42, -0.67, 0.01], [-0.19, 0.22, 0.22], [0.01, 0.37, -0.06], [-0.26, -0.57, -0.55], [-0.43, -0.11, -0.56], [0.09, 0.00, 0.33], [0.27, 0.17, 0.24], [0.42, 0.97, 0.76], [0.00, -0.19, -0.18], [-0.09, -0.27, -0.13], [-0.29, -0.13, -0.25]], "total_charge": -1, "e_homo_ha": -0.241, "homo_lumo_gap_ev": 8.49, "lumo_ev": 1.9}